Entry 1:
106
Properties=species:S:1:pos:R:3 method="wB97M-V/def2-TZVPD" multiplicity=5 total_energy_ev=-152895.178 e_above_lowest_kj_mol=19.96 largest_force_ha_per_bohr=0.016 homo_energy_ev="-14.3 / -14.3" charge=+3 lumo_ev="-6.80 / -10.23"
Ru -1.339 1.938 -0.950
C 3.360 4.491 0.378
N 2.405 3.414 0.113
C 2.759 2.094 -0.005
C 1.618 1.405 -0.274
N 0.576 2.293 -0.309
C 1.075 3.513 -0.078
P 0.166 5.094 -0.221
C -0.377 4.863 -1.945
N -0.949 3.748 -2.387
C -1.087 3.886 -3.738
C -0.615 5.114 -4.107
N -0.164 5.718 -2.969
C 0.474 7.034 -2.926
C -1.395 4.582 0.559
N -2.039 3.432 0.345
C -3.249 3.525 0.985
C -3.324 4.739 1.596
N -2.156 5.393 1.319
C -1.859 6.767 1.733
H 4.200 4.391 -0.305
H 3.710 4.424 1.406
H 2.879 5.452 0.220
H 3.781 1.765 0.089
H 1.473 0.353 -0.454
H -1.464 3.097 -4.365
H -0.551 5.594 -5.068
H -0.044 7.694 -3.616
H 1.520 6.951 -3.215
H 0.398 7.444 -1.922
H -3.967 2.725 0.974
H -4.099 5.187 2.193
H -2.252 7.468 0.999
H -0.785 6.894 1.831
H -2.330 6.945 2.695
C 1.410 -2.728 5.113
N 0.953 -1.953 3.952
C 0.277 -0.826 3.891
S -0.326 -0.364 2.301
N 0.028 0.006 4.890
C 0.557 -0.006 6.260
H 2.054 -3.513 4.728
H 0.565 -3.181 5.629
H 1.992 -2.118 5.794
H 1.077 -2.411 3.057
H -0.578 0.775 4.652
H 1.629 0.182 6.262
H 0.331 -0.943 6.759
H 0.058 0.792 6.802
S -5.387 1.127 -2.993
C -3.850 1.765 -2.678
N -3.318 1.455 -1.525
C -4.164 0.622 -0.792
C -3.916 0.091 0.477
C -4.891 -0.692 1.053
C -6.096 -0.968 0.387
C -6.345 -0.459 -0.867
C -5.363 0.344 -1.449
H -3.350 2.401 -3.392
H -2.983 0.285 0.996
H -4.732 -1.107 2.040
H -6.839 -1.589 0.868
H -7.272 -0.672 -1.382
O -0.739 0.944 -2.882
C -0.809 -0.163 -2.297
O -1.007 -0.102 -1.020
C -0.598 -1.487 -2.942
C 0.886 -1.877 -2.740
Ge 1.406 -3.178 -1.315
C 0.187 -3.494 0.209
C -1.056 -2.913 0.462
C -1.805 -3.252 1.598
C -1.334 -4.217 2.485
C -0.100 -4.802 2.253
C 0.654 -4.427 1.140
C 3.017 -2.511 -0.427
C 2.920 -1.661 0.677
C 4.047 -1.164 1.312
C 5.311 -1.504 0.844
C 5.430 -2.356 -0.245
C 4.294 -2.856 -0.868
C 1.716 -4.841 -2.262
C 2.535 -4.836 -3.395
C 2.804 -6.005 -4.088
C 2.244 -7.204 -3.665
C 1.419 -7.226 -2.551
C 1.158 -6.053 -1.858
H -0.863 -1.407 -3.995
H -1.260 -2.219 -2.481
H 1.508 -0.983 -2.649
H 1.225 -2.378 -3.647
H -1.479 -2.196 -0.222
H -2.790 -2.826 1.736
H -1.936 -4.525 3.330
H 0.274 -5.568 2.921
H 1.616 -4.905 0.984
H 1.937 -1.429 1.082
H 3.951 -0.537 2.194
H 6.198 -1.127 1.337
H 6.411 -2.644 -0.601
H 4.410 -3.545 -1.697
H 2.983 -3.911 -3.747
H 3.444 -5.984 -4.959
H 2.448 -8.118 -4.207
H 0.976 -8.158 -2.225
H 0.502 -6.089 -0.995

Entry 2:
53
Properties=species:S:1:pos:R:3 method="wB97M-V/def2-TZVPD" multiplicity=1 total_energy_ev=-30403.480 largest_force_ha_per_bohr=0.112 homo_energy_ev=-11.2 charge=+1 lumo_ev=-3.63
C -2.896 -3.067 3.605
O -1.614 -2.992 4.375
C -0.526 -3.547 3.526
C -0.028 -2.454 2.369
C 1.476 -1.859 2.637
C 1.505 -0.225 2.433
C 2.195 0.242 0.984
C 2.687 1.797 1.150
N 3.419 2.328 2.397
C 3.748 3.804 2.143
O 4.482 4.764 3.015
C 3.169 4.174 0.651
N 2.540 2.899 0.124
C 1.951 2.930 -1.269
C 0.375 2.487 -1.369
C 0.018 2.453 -3.002
N -1.419 2.825 -3.305
H -3.302 -1.962 3.570
H -3.662 -3.795 4.135
H -2.706 -3.439 2.504
H -0.861 -4.545 3.013
H 0.399 -3.790 4.208
H -0.018 -2.942 1.286
H -0.828 -1.575 2.421
H 1.730 -2.077 3.782
H 2.331 -2.408 2.026
H 2.109 0.207 3.365
H 0.423 0.215 2.524
H 3.188 -0.412 0.897
H 1.492 0.034 0.072
H 3.653 1.771 3.268
H 3.839 5.210 3.648
H 3.198 5.167 0.027
H 1.996 4.070 -1.620
H 2.575 2.336 -2.075
H 0.147 1.407 -0.957
H -0.362 3.280 -0.869
H 0.715 3.294 -3.481
H 0.341 1.429 -3.486
H -1.629 3.828 -3.104
H -2.108 2.176 -2.858
F -3.492 -0.661 -1.321
C -3.154 -1.327 -2.434
C -4.147 -1.710 -3.330
C -3.795 -2.398 -4.491
C -2.455 -2.706 -4.738
C -1.467 -2.323 -3.829
C -1.818 -1.624 -2.674
H -5.183 -1.469 -3.117
H -4.562 -2.695 -5.202
H -2.182 -3.247 -5.641
H -0.425 -2.567 -4.022
H -1.062 -1.311 -1.962

Entry 3:
18
Properties=species:S:1:pos:R:3 method="wB97M-V/def2-TZVPD" multiplicity=1 smiles="COCS[C@H](C)C=O" total_energy_ev=-20274.142 e_above_lowest_kj_mol=342.50 largest_force_ha_per_bohr=0.099 homo_energy_ev=-9.2 lumo_ev=0.65
C 2.144 0.747 1.658
O 0.787 1.304 1.916
C -0.134 0.482 1.201
S -0.409 1.445 -0.440
C -0.918 -0.039 -1.413
C -2.224 -0.783 -0.931
C 0.513 -0.658 -1.457
O 0.981 -1.715 -0.903
H 2.808 1.666 2.212
H 2.221 0.807 0.534
H 2.236 -0.357 2.044
H 0.293 -0.563 0.751
H -1.154 0.263 1.749
H -0.942 0.371 -2.415
H -3.043 -0.181 -0.875
H -2.212 -1.518 -1.699
H -2.107 -1.300 0.035
H 1.159 0.029 -1.967

Entry 4:
17
Properties=species:S:1:pos:R:3 method="wB97M-V/def2-TZVPD" multiplicity=1 smiles="C[C@@H](O)CCC=O" total_energy_ev=-9441.662 e_above_lowest_kj_mol=133.20 largest_force_ha_per_bohr=0.010 homo_energy_ev=-9.9 lumo_ev=0.72
C 0.407 0.392 -2.202
C -0.114 -0.120 -0.871
O -0.244 -1.518 -1.002
C 0.821 0.249 0.295
C 0.144 0.368 1.682
C -1.194 -0.309 1.859
O -1.482 -1.414 1.453
H 0.458 1.486 -2.215
H 1.405 -0.014 -2.399
H -0.261 0.060 -3.002
H -1.102 0.342 -0.687
H -0.623 -1.842 -0.168
H 1.619 -0.501 0.310
H 1.301 1.213 0.088
H 0.021 1.419 1.964
H 0.788 -0.073 2.455
H -1.943 0.262 2.441

Entry 5:
52
Properties=species:S:1:pos:R:3 method="wB97M-V/def2-TZVPD" multiplicity=4 total_energy_ev=-63984.255 largest_force_ha_per_bohr=0.105 homo_energy_ev="-9.4 / -13.9" charge=+2 lumo_ev="-6.17 / -9.95"
C 3.134 -2.636 3.966
O 1.787 -2.815 4.461
C 0.723 -2.589 3.655
C -0.527 -2.810 4.279
C -1.659 -2.610 3.556
N -1.589 -2.228 2.247
B -2.861 -2.051 1.576
H -1.977 -0.487 -0.995
C -0.387 -1.969 1.650
C 0.791 -2.157 2.304
H 3.750 -2.896 4.834
H 3.331 -3.316 3.122
H 3.297 -1.589 3.666
H -0.548 -3.124 5.320
H -2.658 -2.736 3.978
H -3.174 -2.869 0.798
H -3.333 -0.981 1.719
H -0.429 -1.599 0.609
H 1.741 -1.957 1.790
O 2.305 4.474 1.051
C 2.492 3.471 0.489
Cr 2.558 1.774 -0.317
C 0.807 1.675 0.368
O -0.224 1.685 0.928
C 3.025 1.107 1.401
O 3.187 0.757 2.504
C 4.378 1.996 -1.483
C 3.332 2.682 -2.117
C 2.119 2.045 -2.382
C 1.934 0.683 -2.072
C 0.614 0.067 -2.260
C -0.561 -0.232 -2.406
C -1.930 -0.621 -2.063
C -2.997 0.325 -2.551
C -4.319 -0.136 -2.607
C -5.342 0.722 -3.017
C -5.047 2.082 -3.205
C -3.763 2.583 -2.968
C -2.749 1.708 -2.568
C 2.977 0.007 -1.418
C 4.198 0.647 -1.148
H 5.316 2.512 -1.238
H 3.451 3.730 -2.376
H 1.284 2.583 -2.832
H -2.173 -1.662 -2.296
H -4.527 -1.174 -2.328
H -6.349 0.332 -3.138
H -5.858 2.762 -3.463
H -3.560 3.653 -3.039
H -1.774 2.091 -2.250
H 2.796 -1.017 -1.101
H 4.985 0.110 -0.632

Entry 6:
13
Properties=species:S:1:pos:R:3 method="wB97M-V/def2-TZVPD" multiplicity=1 total_energy_ev=-21552.633 e_above_lowest_kj_mol=316.51 largest_force_ha_per_bohr=0.116 homo_energy_ev=-9.3 lumo_ev=0.59
H 0.014 2.255 -1.041
N 0.420 1.738 -0.228
C -0.305 0.768 0.158
N -1.658 0.456 -0.202
S -2.533 -0.820 0.468
O 0.071 0.011 1.095
N 1.408 -0.218 1.040
C 1.660 -1.190 0.010
O 0.827 -1.798 -0.563
H -2.165 1.089 -0.755
H -2.505 -1.640 -0.803
H 1.972 0.681 0.974
H 2.795 -1.332 -0.152

no.,molar mass (g mol⁻¹)
1,990.70
2,338.45
3,134.20
4,102.13
5,450.24
6,135.15